{
  "formula": "C4H29NO10",
  "method": "the ωB97M-V functional and the def2-TZVPD basis",
  "symbols": ["C", "H", "O", "H", "O", "O", "C", "H", "O", "O", "H", "H", "H", "H", "H", "H", "H", "H", "H", "O", "H", "O", "H", "H", "H", "H", "H", "C", "H", "H", "H", "H", "H", "H", "H", "O", "C", "H", "O", "O", "H", "H", "H", "N"],
  "coordinates": [[-0.239378, 2.212443, -1.878747], [-2.750527, -2.993895, 2.144836], [-1.913802, 2.474206, -0.230848], [-2.786984, -2.230207, 0.163714], [0.765975, -1.972782, 0.036823], [-3.198938, -1.538687, -0.384912], [-1.642183, 2.654072, -1.610733], [-0.133939, 1.156300, -1.601931], [3.017885, -2.962005, -0.050887], [-1.002105, 0.023291, 0.748554], [-0.094388, -1.515271, 0.043843], [-2.370435, 2.049396, -2.170437], [-1.654842, 0.732231, 0.838632], [2.000770, 0.119533, 1.288630], [0.451055, 4.068849, -1.045621], [-3.543995, 2.458767, 1.021334], [-3.127726, 4.054178, 0.395303], [2.088188, -2.006789, -1.368236], [1.943591, 0.862529, 2.636895], [1.408934, 0.370223, 2.007677], [0.863628, -2.284013, 0.945507], [-2.012952, -3.212002, 1.565786], [-1.220146, -2.851475, 2.006192], [0.978776, 2.170731, -3.539368], [-0.556283, 1.811305, -3.870708], [-3.925222, 2.870568, -0.654503], [3.731565, -3.558977, -0.295048], [0.727962, 3.011960, -1.049059], [2.460814, -2.887469, -0.835208], [2.094443, -2.332099, -2.860429], [1.102709, -1.868613, 2.981805], [-2.417947, -1.012153, -0.588341], [0.753968, 2.629809, -0.028741], [1.748730, 2.944112, -1.435102], [3.916797, -1.676842, 2.719411], [2.544964, -1.801278, -2.196854], [-3.176073, 2.985623, 0.138078], [-1.758680, 3.701234, -1.916535], [3.074337, -1.457255, 2.311891], [0.363225, -2.493736, 2.912236], [-0.308054, 0.219519, 1.402836], [3.023036, -1.995285, 1.498032], [0.747814, -3.353819, 3.110457], [0.025444, 2.423767, -3.306242]],
  "forces_ev_per_a": [[0.6, -0.5, -0.5], [0.1, 0.0, 0.1], [-0.4, 0.2, 0.2], [-0.2, 0.0, 0.0], [-0.5, 0.2, -0.2], [0.3, -0.2, -0.1], [-0.7, -0.2, 0.2], [-0.1, 0.0, 0.1], [0.8, -1.1, 1.3], [-0.1, -0.1, 0.4], [0.3, 0.1, 0.0], [0.1, 0.1, -0.2], [0.2, -0.1, -0.3], [0.0, 0.0, 0.2], [0.0, 0.0, 0.1], [0.2, -0.1, -0.1], [0.1, -0.1, -0.1], [-1.2, 2.5, -1.2], [0.0, -0.1, -0.1], [-0.6, 0.7, -0.1], [-0.1, -0.1, 0.0], [0.1, -0.1, 0.1], [-0.3, 0.0, -0.1], [0.0, 0.1, 0.2], [-0.1, 0.1, 0.1], [0.1, -0.1, 0.0], [0.1, 0.1, -0.1], [0.5, 0.2, 0.3], [1.0, -1.8, 1.2], [-0.1, 0.2, -0.2], [0.1, 0.2, 0.0], [-0.2, 0.3, 0.0], [-0.1, 0.2, 0.0], [-0.1, -0.1, -0.1], [0.1, -0.1, -0.1], [-0.1, 0.0, -0.8], [-0.3, 0.4, 0.2], [0.0, 0.0, 0.1], [0.4, -0.5, 0.2], [0.2, -0.1, 0.0], [0.0, 0.1, -0.2], [0.2, 0.0, -0.1], [0.0, 0.0, 0.1], [-0.1, 0.0, -0.3]],
  "nbo_charge": [-0.083, 0.474, -0.565, 0.489, -1.009, -0.974, -0.054, 0.183, -0.949, -1.017, 0.512, 0.168, 0.500, 0.501, 0.205, 0.188, 0.170, 0.454, 0.485, -0.968, 0.490, -0.973, 0.503, 0.360, 0.353, 0.175, 0.482, -0.609, 0.456, 0.467, 0.520, 0.465, 0.224, 0.204, 0.476, -0.907, -0.250, 0.174, -1.001, -0.982, 0.506, 0.510, 0.483, -0.837],
  "e_homo_ev": -9.22,
  "smiles": "COC[C@H](C)N.O.O.O.O.O.O.O.O.O",
  "molar_mass_g_mol": 251.27,
  "energy_ha": -976.912613,
  "de_lowest_kj_mol": 246.3,
  "orbital_gap_ev": 9.385
}